51
Properties=species:S:1:pos:R:3:forces:R:3:nbo_charge:R:1 method="wB97M-V/def2-TZVPD" orbital_gap_ev="4.721 / 5.165" multiplicity=6 charge=-2
Ru 0.32748 1.07213 0.55174 0.30 -0.07 -0.38 0.5483
O 3.70252 1.05238 2.84482 0.03 0.01 0.01 -0.6868
C 2.51624 0.82301 2.62209 -0.09 0.02 -0.03 0.7926
O 1.79748 1.55179 1.83814 0.18 -0.09 0.17 -0.6864
C 1.86186 -0.32197 3.37770 0.02 0.00 -0.03 -0.2114
C 2.30963 -0.51144 4.68284 0.01 0.02 -0.01 -0.1621
C 1.80724 -1.51823 5.48990 -0.01 -0.01 -0.01 -0.2689
C 0.84557 -2.37761 4.97176 0.01 0.02 0.01 -0.2183
C 0.40326 -2.21146 3.67245 0.00 0.01 -0.02 -0.2758
C 0.89140 -1.18632 2.85238 0.00 -0.08 0.05 -0.0006
S 0.31622 -1.13956 1.19053 -0.05 -0.17 0.14 -0.1150
H 3.07871 0.15872 5.04456 0.00 0.00 0.01 0.2213
H 2.16124 -1.63197 6.50795 0.00 0.00 0.00 0.1898
H 0.43349 -3.17399 5.58229 0.00 0.00 0.00 0.1890
H -0.35118 -2.87313 3.26362 0.00 0.00 0.00 0.2057
N -0.77835 -0.62825 -3.17563 0.01 -0.01 0.01 -0.6043
C -2.11488 -1.00624 -3.09396 -0.02 0.00 -0.02 0.2431
C -2.60148 -2.12281 -3.76726 0.00 0.01 0.01 -0.2738
C -3.95443 -2.42866 -3.72175 0.00 0.00 0.00 -0.2246
C -4.82584 -1.64261 -2.97979 0.00 -0.01 -0.01 -0.2590
C -4.33635 -0.54360 -2.28346 -0.01 0.02 0.01 -0.1894
C -2.99374 -0.20530 -2.35459 0.03 -0.05 -0.01 -0.2619
S -2.30249 1.23055 -1.62931 -0.06 -0.01 0.02 0.4908
N -0.82084 0.55012 -1.11547 0.01 -0.11 -0.08 -0.6985
C -0.11161 -0.06036 -2.08298 0.00 0.06 0.03 0.3515
C 1.28840 -0.13094 -1.99967 -0.06 0.00 0.02 0.0672
C 2.14469 -0.77394 -2.93455 0.08 -0.01 -0.02 -0.2552
C 3.49661 -0.76509 -2.72347 -0.05 -0.02 -0.04 -0.1812
C 4.02640 -0.13292 -1.58805 0.00 0.05 0.06 -0.3409
C 3.14028 0.46511 -0.70555 0.03 -0.03 0.01 0.0887
N 1.82918 0.47969 -0.89446 -0.10 -0.13 0.14 -0.4553
H -0.20704 -1.22652 -3.74726 0.00 0.01 -0.01 0.3859
H -1.91512 -2.74664 -4.33032 0.00 0.00 0.00 0.1940
H -4.32283 -3.29620 -4.25602 0.00 0.00 0.00 0.1963
H -5.87842 -1.89154 -2.92959 0.00 0.00 0.00 0.1985
H -4.99652 0.06896 -1.68146 0.00 0.00 0.00 0.2166
H 1.74857 -1.25566 -3.81984 0.00 0.01 0.00 0.1839
H 4.15444 -1.24684 -3.43802 0.00 0.00 0.00 0.1942
H 5.08756 -0.10773 -1.38843 0.00 0.00 0.00 0.2074
H 3.48774 0.95403 0.19843 0.00 0.00 0.00 0.2355
Se 0.30972 3.42103 -0.40005 0.08 0.60 0.05 -0.1777
Te -1.45701 4.95130 -2.58259 0.09 0.09 -0.14 -0.2085
Te 2.22869 5.73002 -2.81936 -0.13 -0.31 0.24 -0.2414
Se 2.38390 3.70221 -1.41228 -0.26 0.17 -0.14 0.0054
F -0.61582 2.96124 2.55658 0.00 0.10 0.03 -0.3731
C -0.95631 1.70042 2.09329 0.07 -0.07 -0.14 0.4406
F -0.86664 0.90331 3.22620 -0.06 0.01 0.04 -0.3807
C -2.47030 1.81277 1.87067 -0.02 -0.03 -0.03 0.9027
F -2.99859 0.66047 1.43047 0.01 0.02 0.00 -0.3270
F -3.14371 2.12866 3.00133 -0.03 0.03 0.09 -0.3440
F -2.75901 2.77965 0.98544 -0.01 -0.01 -0.03 -0.3273



46
Properties=species:S:1:pos:R:3:forces:R:3:nbo_charge:R:1 method="wB97M-V/def2-TZVPD" orbital_gap_ev=6.765 smiles="O=C(c1ccccc1)C(C(=O)c1ccccc1)[C@@H]1C(=[N+]([O-])[O-])C=C([N+](=O)[O-])c2no[n+]([O-])c21" charge=-1
O -1.35350 1.93455 1.81748 0.82 -0.13 -2.33 -0.5125
C -0.92170 1.81703 0.66514 -1.02 0.18 1.93 0.5589
C -0.72481 3.12332 -0.07342 0.18 1.51 0.14 -0.0636
C 0.24765 3.43332 -1.04144 -0.50 0.16 0.19 -0.2037
C 0.48369 4.76164 -1.43890 -0.30 0.22 0.21 -0.2151
C -0.24553 5.82682 -0.89531 -0.24 -0.54 0.11 -0.2029
C -1.23854 5.54671 0.05347 0.08 -0.19 -0.14 -0.2268
C -1.45643 4.22713 0.45860 -0.06 0.00 -0.04 -0.1735
C -0.63661 0.41800 0.12379 -0.48 -1.38 0.41 -0.4423
C 0.83213 0.13822 0.09125 1.26 -0.04 0.85 0.5595
O 1.54310 0.49965 1.03753 -1.12 -0.45 -1.66 -0.5181
C 1.47466 -0.65340 -1.06949 0.72 0.23 0.34 -0.1462
C 2.20502 0.01921 -2.06742 -0.25 -0.27 -0.26 -0.1936
C 2.86883 -0.71799 -3.06245 -0.27 -0.08 0.01 -0.2212
C 2.83932 -2.11785 -3.06572 -0.11 0.03 0.43 -0.2182
C 2.23111 -2.78419 -1.99824 -0.32 0.53 0.03 -0.2184
C 1.56802 -2.05031 -1.00961 -0.32 0.18 0.09 -0.1347
C -1.51390 -0.76608 1.16575 -0.61 3.47 -0.23 -0.2457
C -0.75273 -1.10838 2.35872 0.19 -0.33 0.70 -0.0266
N -0.77633 -0.16705 3.44653 0.83 0.36 0.91 0.5088
O 0.29789 0.01926 4.06239 -1.68 -0.17 -0.47 -0.4272
O -1.84901 0.38142 3.72384 1.25 -0.83 0.08 -0.3966
C -0.01031 -2.27690 2.46384 -0.31 1.24 0.21 -0.1269
C -0.25257 -3.32812 1.59485 1.02 -1.39 -0.27 -0.1578
N 0.68991 -4.46147 1.60349 -0.45 0.48 0.24 0.5226
O 0.83868 -5.09926 0.54716 -0.20 0.47 1.23 -0.4267
O 1.31607 -4.69215 2.66073 -0.67 0.21 -1.58 -0.4368
C -1.36487 -3.21135 0.68304 0.54 -3.44 -1.17 0.1084
N -1.98140 -4.18448 -0.06495 0.53 2.35 1.50 -0.1152
O -3.04913 -3.51896 -0.64677 -0.15 0.78 -0.73 -0.1824
N -2.98845 -2.12097 -0.40309 2.90 -0.92 2.82 0.3976
O -3.79896 -1.34640 -0.87078 -0.15 -0.20 -0.20 -0.4274
C -1.92603 -1.97452 0.50843 -2.86 0.33 -2.77 0.0484
H 0.82800 2.64546 -1.49511 0.12 -0.12 0.02 0.2112
H 1.24817 4.99873 -2.17642 -0.09 -0.28 0.11 0.2094
H -0.07822 6.86094 -1.21029 0.09 -0.43 0.06 0.2096
H -1.83857 6.36765 0.48536 0.38 -0.61 -0.25 0.2128
H -2.21453 4.06236 1.23128 0.41 -0.20 -0.34 0.2382
H -1.19282 0.08409 -0.74327 0.30 0.86 -0.84 0.2475
H 2.23609 1.11636 -2.09461 0.02 -0.53 0.04 0.2047
H 3.39508 -0.21108 -3.87267 -0.16 0.02 0.28 0.2063
H 3.28985 -2.69635 -3.87808 -0.03 0.32 0.32 0.2092
H 2.22200 -3.86499 -1.91862 0.08 0.06 -0.08 0.2292
H 1.09990 -2.55343 -0.16043 0.20 0.01 -0.44 0.2198
H -2.37670 -0.03069 1.27157 0.86 -1.35 0.53 0.2855
H 0.78648 -2.34552 3.20284 -0.43 -0.11 0.01 0.2725



110
Properties=species:S:1:pos:R:3:forces:R:3:lowdin_charge:R:1 method="wB97M-V/def2-TZVPD" orbital_gap_ev=5.578 charge=-1
C 0.42655 -3.15040 -0.33421 0.13 1.17 -0.39 -0.0645
C -0.16044 -1.82595 -0.98891 1.07 -1.39 1.26 -0.3848
O 0.93336 -0.90135 -1.00475 -1.13 -0.01 -0.39 -0.3026
C 1.05250 -0.26437 -2.30007 0.20 0.69 -0.63 -0.3071
Ga 1.91201 -1.38860 -3.79629 0.29 1.09 0.15 0.2497
N 1.61280 -0.38126 -5.45734 0.44 -0.22 0.45 -0.1430
C 3.94681 -1.65254 -3.64223 -0.16 -0.61 -0.51 -0.2496
O 4.46507 -1.68682 -2.29515 1.37 0.82 -0.87 -0.2598
O 3.53937 -2.28235 -1.42547 -0.86 -0.72 0.67 -0.1066
P 0.86551 -3.48859 -4.16384 0.10 -0.01 -0.68 0.1885
S 0.72488 -3.79601 -6.12631 0.01 -0.19 -0.41 -0.1164
H -0.34337 -3.95157 -0.22288 0.67 0.54 -0.08 0.0724
H 1.31118 -3.45807 -0.95173 -0.87 -0.05 0.54 0.0610
H 0.82438 -2.82080 0.66602 -0.43 -0.56 -0.77 0.0710
H -0.96840 -1.46878 -0.28242 0.91 -0.38 -1.00 0.0042
H -0.56461 -1.99674 -2.01791 0.55 0.00 1.07 0.0249
H 1.69788 0.65331 -2.15824 -0.65 -0.91 0.02 0.0537
H 0.05288 0.10582 -2.68226 0.94 -0.29 0.62 -0.0033
H 2.06224 -0.93561 -6.19284 -0.26 0.18 0.05 -0.0515
H 2.22199 0.43935 -5.33273 -0.24 -0.28 -0.20 -0.0593
H 4.21301 -2.61847 -4.16850 -0.02 0.80 0.47 0.0581
H 4.48676 -0.82603 -4.19122 -0.48 -0.72 0.83 0.0674
H 3.51752 -1.68198 -0.65885 -0.13 0.06 -0.58 0.0834
H 1.63973 -4.56402 -3.59878 -0.78 0.32 0.27 -0.0763
H -0.47960 -3.54477 -3.67759 0.57 -0.42 0.47 -0.0916
C -2.82369 0.18341 -0.59927 -0.03 0.11 -0.24 -1.9175
Cl -1.33611 1.00280 -0.06938 -0.23 0.01 -0.15 0.5667
Cl -4.13519 1.36842 -0.77769 0.05 -0.27 -0.08 0.4912
Cl -2.52768 -0.60194 -2.15905 -0.80 0.78 -0.03 0.6109
Cl -3.29283 -1.02474 0.62438 0.01 0.31 -0.04 0.5088
C -3.95515 3.26324 3.27433 0.09 -0.03 -0.08 -2.0194
Cl -4.20445 5.01115 3.09558 0.01 -0.17 0.03 0.5157
Cl -2.91842 2.67565 1.96320 -0.17 0.26 0.53 0.4760
Cl -3.17924 2.93208 4.83574 -0.09 0.01 -0.15 0.5102
Cl -5.52120 2.43225 3.20448 0.17 0.08 0.00 0.5191
C 0.71867 3.81217 -4.13007 0.01 -0.28 -0.14 -1.9958
Cl -0.19074 5.32091 -4.37397 0.04 -0.11 0.09 0.4715
Cl 0.02817 2.88871 -2.78420 0.12 0.36 -0.17 0.5290
Cl 0.64738 2.83001 -5.59996 -0.02 0.22 0.31 0.5317
Cl 2.40952 4.20325 -3.75794 -0.13 0.01 -0.02 0.5252
C -1.25619 0.52807 -8.46624 -0.02 -0.33 0.25 -2.0182
Cl 0.43886 1.05063 -8.50334 -0.24 -0.11 0.00 0.5020
Cl -1.42705 -0.96801 -7.53396 0.25 0.35 -0.20 0.5187
Cl -2.24963 1.80164 -7.72567 0.07 -0.04 -0.08 0.4916
Cl -1.80595 0.24187 -10.13050 -0.08 0.12 0.08 0.4762
C 2.78203 -5.34917 3.27876 -0.01 -0.03 -0.24 -1.9981
Cl 2.71279 -3.94894 4.36810 0.68 -0.53 -0.22 0.4548
Cl 3.87675 -4.99941 1.93217 -0.49 0.05 0.08 0.5080
Cl 3.37836 -6.76157 4.17520 -0.06 0.10 -0.03 0.5103
Cl 1.15785 -5.69086 2.65560 0.20 0.07 0.11 0.5387
C 3.45924 0.37724 3.94917 0.11 -0.11 -0.12 -1.9980
Cl 4.95513 1.22304 4.38915 -0.10 -0.56 -0.08 0.4955
Cl 2.16525 1.56243 3.68220 0.10 -0.13 0.05 0.5149
Cl 3.71771 -0.55748 2.46563 -0.07 0.11 0.23 0.5440
Cl 2.98961 -0.71863 5.26245 0.31 0.41 -0.01 0.4848
C 5.33271 5.45042 5.05751 -0.20 0.00 -0.04 -2.0179
Cl 5.38666 5.50456 6.82970 -0.04 0.04 -0.35 0.4844
Cl 6.94165 5.04320 4.43010 -0.16 0.03 0.08 0.5212
Cl 4.16935 4.21721 4.54208 0.12 0.63 0.12 0.4830
Cl 4.83735 7.03520 4.43085 0.08 -0.15 0.07 0.5196
C 6.55585 4.22555 10.39396 0.01 -0.04 -0.02 -2.0365
Cl 5.52987 5.32173 11.33860 0.11 -0.12 -0.11 0.5151
Cl 5.53380 3.12798 9.44806 0.14 0.13 0.15 0.5082
Cl 7.58217 5.17340 9.29991 -0.06 -0.14 0.26 0.4973
Cl 7.57869 3.27980 11.49222 -0.11 0.11 -0.12 0.5156
C -5.82125 -3.55030 -2.63796 0.09 0.01 0.00 -2.0173
Cl -7.45143 -3.83017 -1.99617 0.13 -0.03 -0.03 0.4952
Cl -5.91931 -2.48685 -4.05412 0.02 -0.11 0.17 0.5171
Cl -4.82430 -2.77918 -1.39199 -0.42 -0.35 -0.23 0.4805
Cl -5.09368 -5.09761 -3.10932 -0.10 0.20 0.06 0.5291
C -9.61659 -0.44791 -2.00180 0.15 -0.01 -0.04 -2.0367
Cl -10.54947 1.04344 -2.23451 0.09 -0.16 0.03 0.5132
Cl -10.25657 -1.33363 -0.60369 0.06 0.09 -0.14 0.5091
Cl -9.74735 -1.46014 -3.45183 -0.03 0.17 0.16 0.5032
Cl -7.91403 -0.04249 -1.71574 -0.22 -0.05 -0.03 0.5049
C 7.90258 -4.90903 2.61927 -0.10 0.03 -0.03 -2.0263
Cl 7.20313 -4.03891 1.24170 0.11 -0.11 0.18 0.5220
Cl 8.96904 -6.19615 2.02461 -0.10 0.13 0.07 0.5147
Cl 8.83923 -3.78010 3.61823 -0.09 -0.12 -0.10 0.5120
Cl 6.60296 -5.62197 3.59310 0.44 0.04 0.01 0.4825
C -4.01697 4.78250 -3.13474 0.13 -0.17 -0.04 -2.0266
Cl -5.64780 4.44268 -2.51973 0.12 0.03 -0.03 0.5103
Cl -4.12642 5.88532 -4.51912 0.01 -0.08 0.14 0.5053
Cl -3.04825 5.53465 -1.85286 -0.12 -0.09 -0.12 0.5125
Cl -3.25193 3.26921 -3.64248 -0.20 0.25 -0.04 0.4968
C -0.99296 -1.33182 4.86488 0.15 0.14 -0.10 -1.9764
Cl 0.37747 -2.45511 4.74045 -1.14 0.35 -0.10 0.4490
Cl -2.46594 -2.24499 5.25038 0.05 0.11 -0.07 0.5115
Cl -0.67452 -0.16058 6.16006 -0.01 0.00 -0.43 0.4798
Cl -1.21656 -0.46002 3.33589 0.10 -0.24 0.27 0.5079
C 0.16995 -1.62403 -12.93916 0.07 -0.01 0.25 -2.0405
Cl 0.04237 0.13139 -13.16806 0.03 -0.20 -0.04 0.4960
Cl 1.29005 -2.29575 -14.14158 -0.12 0.07 0.08 0.5047
Cl 0.77591 -1.96894 -11.31066 -0.08 0.03 -0.29 0.5224
Cl -1.43015 -2.36307 -13.14477 0.16 0.09 0.01 0.5073
C -1.91084 9.75964 -6.22763 0.03 -0.08 0.04 -2.0349
Cl -1.98752 11.03899 -5.00089 0.00 -0.13 -0.14 0.5129
Cl -0.75385 10.22041 -7.49074 -0.14 -0.05 0.14 0.5164
Cl -1.38879 8.24498 -5.47072 -0.07 0.26 -0.14 0.4886
Cl -3.51616 9.53605 -6.94934 0.17 0.03 0.08 0.5118
C -0.48879 -0.92504 10.58303 -0.08 -0.10 -0.06 -2.0251
Cl 1.17446 -0.33608 10.39970 -0.18 -0.06 0.02 0.5201
Cl -0.49127 -2.38821 11.58719 0.00 0.16 -0.09 0.5065
Cl -1.47697 0.32681 11.36058 0.11 -0.13 -0.07 0.5168
Cl -1.16047 -1.30129 8.98696 0.10 0.01 0.60 0.4771
C -3.83199 -4.75367 9.50764 0.02 0.04 -0.05 -2.0333
Cl -2.52292 -5.57303 10.38023 -0.15 0.09 -0.10 0.5094
Cl -5.15967 -5.89577 9.22443 0.15 0.13 0.04 0.5175
Cl -4.42179 -3.38798 10.47397 0.09 -0.15 -0.10 0.5107
Cl -3.22252 -4.15692 7.95392 -0.08 -0.11 0.22 0.4860